Entry from OMol25: a 3-piece molecular cluster, C42H35F5O4P overall at a distorted geometry (ωB97M-V with the def2-TZVPD basis set).

Geometry (Å):
F -4.054 4.633 2.807
C -4.224 5.687 2.008
F -4.748 6.673 2.758
F -5.078 5.438 1.019
C -2.867 6.192 1.449
F -3.157 7.242 0.649
F -2.159 6.654 2.511
C -2.098 5.106 0.707
C -1.307 5.641 -0.501
C 0.096 4.994 -0.633
P 1.366 5.821 0.377
C 2.172 4.777 1.605
C 1.224 4.079 2.617
C 1.687 4.221 4.078
C 1.767 5.641 4.590
C 2.438 5.940 5.749
C 2.510 7.226 6.195
C 1.934 8.272 5.533
C 1.260 7.986 4.380
C 1.174 6.692 3.943
H -2.848 4.402 0.344
H -1.494 4.579 1.444
H -1.840 5.326 -1.395
H -1.226 6.726 -0.533
H 0.062 3.915 -0.478
H 0.379 5.122 -1.681
H 0.826 7.004 0.898
H 2.370 6.236 -0.513
H 2.774 4.038 1.073
H 2.862 5.407 2.174
H 0.182 4.402 2.572
H 1.251 3.009 2.405
H 2.634 3.694 4.207
H 0.934 3.700 4.676
H 2.902 5.140 6.313
H 3.022 7.437 7.128
H 1.984 9.289 5.891
H 0.789 8.775 3.808
H 0.602 6.487 3.045
C 5.485 -3.873 -0.263
C 5.759 -3.026 0.806
C 4.805 -2.120 1.238
C 3.575 -2.048 0.595
C 3.310 -2.884 -0.495
C 4.264 -3.802 -0.913
C 2.019 -2.791 -1.229
O 1.780 -3.515 -2.171
C 1.020 -1.778 -0.783
C -0.170 -1.636 -1.487
C -1.111 -0.707 -1.074
C -0.871 0.077 0.050
C 0.316 -0.060 0.751
C 1.268 -0.979 0.333
C 2.553 -1.084 1.079
O 2.758 -0.389 2.056
H 6.229 -4.586 -0.592
H 6.718 -3.077 1.305
H 5.015 -1.466 2.073
H 4.053 -4.456 -1.748
H -0.358 -2.248 -2.359
H -2.035 -0.596 -1.626
H -1.612 0.797 0.377
H 0.507 0.550 1.625
C -4.808 -8.844 -6.337
C -4.675 -7.542 -6.809
C -3.848 -6.646 -6.152
C -3.157 -7.045 -5.015
C -3.309 -8.346 -4.529
C -4.128 -9.245 -5.200
C -2.616 -8.781 -3.284
O -2.743 -9.911 -2.863
C -1.768 -7.790 -2.564
C -1.158 -8.156 -1.371
C -0.357 -7.249 -0.698
C -0.155 -5.974 -1.218
C -0.766 -5.603 -2.404
C -1.581 -6.505 -3.075
C -2.258 -6.077 -4.330
O -2.085 -4.962 -4.780
H -5.449 -9.545 -6.857
H -5.217 -7.227 -7.691
H -3.739 -5.635 -6.521
H -4.234 -10.256 -4.830
H -1.312 -9.148 -0.970
H 0.114 -7.534 0.234
H 0.477 -5.270 -0.695
H -0.610 -4.611 -2.805

Forces on atoms 1 to 6 (eV/Å):
0.0 -0.2 -0.5
-0.1 1.4 0.7
0.0 -0.3 -0.2
0.2 -0.5 0.1
-0.5 -0.6 0.1
0.1 0.1 0.0

Properties
Energy in Ha: -2762.9307
HOMO in eV: -10.8
Gap between HOMO and LUMO in eV: 7.824
Max |F| in hartree/bohr: 0.03758
Total charge: +1
2S+1: 1

Atom charges from the Mulliken analysis, given in e for atoms 1 to 8: -0.239, 0.555, -0.247, -0.231, 0.841, -0.331, -0.273, -0.885

---

Entry from OMol25: C42H36CrNO3 as an isolated structure at a distorted geometry (ωB97M-V with the def2-TZVPD basis set).

Geometry (Å):
O -5.916 4.781 -3.616
C -4.772 4.725 -3.410
Cr -2.937 4.675 -2.943
C -3.485 4.179 -1.216
O -3.833 3.888 -0.142
C -3.139 6.466 -2.358
O -3.332 7.536 -1.939
C -2.068 4.925 -4.882
C -2.612 3.631 -4.828
C -2.314 2.802 -3.745
C -1.382 3.184 -2.750
C -1.228 2.342 -1.565
C -1.417 1.625 -0.584
C -1.669 0.984 0.643
C -1.633 1.796 1.863
C -1.276 3.162 1.759
C -1.411 4.038 2.834
C -1.832 3.543 4.073
C -1.984 2.161 4.251
C -1.858 1.287 3.168
C -2.203 -0.371 0.607
C -1.748 -1.255 -0.403
C -2.185 -2.578 -0.438
C -3.128 -3.025 0.497
C -3.636 -2.143 1.461
C -3.204 -0.819 1.494
C -0.818 4.478 -2.848
C -1.126 5.328 -3.920
H -2.398 5.622 -5.653
H -3.308 3.282 -5.595
H -2.820 1.840 -3.618
H -0.929 3.543 0.796
H -1.191 5.096 2.689
H -1.986 4.228 4.908
H -2.220 1.758 5.232
H -1.945 0.212 3.333
H -1.013 -0.896 -1.129
H -1.785 -3.254 -1.197
H -3.446 -4.070 0.494
H -4.372 -2.479 2.193
H -3.639 -0.111 2.201
H -0.160 4.823 -2.044
H -0.661 6.318 -3.980
C 1.521 -7.341 0.487
C 1.407 -6.853 -0.806
C 1.878 -5.559 -1.142
C 1.815 -5.065 -2.466
C 2.353 -3.834 -2.794
C 2.958 -3.042 -1.803
C 3.001 -3.457 -0.484
C 3.663 -2.581 0.553
C 2.679 -1.747 1.377
C 3.416 -1.007 2.507
C 3.249 0.522 2.338
C 3.718 0.907 0.907
C 2.871 0.192 -0.136
N 1.899 -0.794 0.526
C 1.008 0.000 1.368
C 1.733 0.837 2.419
C 2.461 -4.731 -0.116
C 2.498 -5.238 1.204
C 2.063 -6.525 1.503
H 1.191 -8.353 0.727
H 0.959 -7.463 -1.595
H 1.352 -5.692 -3.228
H 2.325 -3.466 -3.820
H 3.405 -2.087 -2.074
H 4.219 -3.216 1.257
H 4.399 -1.908 0.083
H 1.936 -2.433 1.820
H 3.004 -1.336 3.468
H 4.481 -1.265 2.500
H 3.816 1.067 3.099
H 3.605 1.985 0.761
H 4.774 0.660 0.759
H 2.262 0.925 -0.690
H 3.487 -0.361 -0.854
H 0.474 0.662 0.679
H 0.250 -0.649 1.828
H 1.308 0.602 3.405
H 1.548 1.900 2.207
H 2.894 -4.613 2.007
H 2.139 -6.902 2.524

Forces on atoms 1 to 6 (eV/Å):
3.7 -0.3 0.5
-4.0 0.5 -0.9
-1.8 0.0 0.1
-1.2 -1.1 4.9
1.1 1.0 -3.8
-0.9 4.6 1.8

Properties
Energy in Ha: -2946.3355
HOMO (alpha / beta) in eV: -11.9 / -12.0
Gap between HOMO and LUMO (alpha / beta) in eV: 6.720 / 3.045
Max |F| in hartree/bohr: 0.09972
Total charge: +2
2S+1: 4

Atom charges from the Mulliken analysis, given in e for atoms 1 to 8: -0.275, 0.420, -0.063, 0.488, -0.269, 0.332, -0.243, -0.789

---

Please write out number 2 again, unchanged.
Entry from OMol25: C42H36CrNO3 as an isolated structure at a distorted geometry (ωB97M-V with the def2-TZVPD basis set).

Geometry (Å):
O -5.916 4.781 -3.616
C -4.772 4.725 -3.410
Cr -2.937 4.675 -2.943
C -3.485 4.179 -1.216
O -3.833 3.888 -0.142
C -3.139 6.466 -2.358
O -3.332 7.536 -1.939
C -2.068 4.925 -4.882
C -2.612 3.631 -4.828
C -2.314 2.802 -3.745
C -1.382 3.184 -2.750
C -1.228 2.342 -1.565
C -1.417 1.625 -0.584
C -1.669 0.984 0.643
C -1.633 1.796 1.863
C -1.276 3.162 1.759
C -1.411 4.038 2.834
C -1.832 3.543 4.073
C -1.984 2.161 4.251
C -1.858 1.287 3.168
C -2.203 -0.371 0.607
C -1.748 -1.255 -0.403
C -2.185 -2.578 -0.438
C -3.128 -3.025 0.497
C -3.636 -2.143 1.461
C -3.204 -0.819 1.494
C -0.818 4.478 -2.848
C -1.126 5.328 -3.920
H -2.398 5.622 -5.653
H -3.308 3.282 -5.595
H -2.820 1.840 -3.618
H -0.929 3.543 0.796
H -1.191 5.096 2.689
H -1.986 4.228 4.908
H -2.220 1.758 5.232
H -1.945 0.212 3.333
H -1.013 -0.896 -1.129
H -1.785 -3.254 -1.197
H -3.446 -4.070 0.494
H -4.372 -2.479 2.193
H -3.639 -0.111 2.201
H -0.160 4.823 -2.044
H -0.661 6.318 -3.980
C 1.521 -7.341 0.487
C 1.407 -6.853 -0.806
C 1.878 -5.559 -1.142
C 1.815 -5.065 -2.466
C 2.353 -3.834 -2.794
C 2.958 -3.042 -1.803
C 3.001 -3.457 -0.484
C 3.663 -2.581 0.553
C 2.679 -1.747 1.377
C 3.416 -1.007 2.507
C 3.249 0.522 2.338
C 3.718 0.907 0.907
C 2.871 0.192 -0.136
N 1.899 -0.794 0.526
C 1.008 0.000 1.368
C 1.733 0.837 2.419
C 2.461 -4.731 -0.116
C 2.498 -5.238 1.204
C 2.063 -6.525 1.503
H 1.191 -8.353 0.727
H 0.959 -7.463 -1.595
H 1.352 -5.692 -3.228
H 2.325 -3.466 -3.820
H 3.405 -2.087 -2.074
H 4.219 -3.216 1.257
H 4.399 -1.908 0.083
H 1.936 -2.433 1.820
H 3.004 -1.336 3.468
H 4.481 -1.265 2.500
H 3.816 1.067 3.099
H 3.605 1.985 0.761
H 4.774 0.660 0.759
H 2.262 0.925 -0.690
H 3.487 -0.361 -0.854
H 0.474 0.662 0.679
H 0.250 -0.649 1.828
H 1.308 0.602 3.405
H 1.548 1.900 2.207
H 2.894 -4.613 2.007
H 2.139 -6.902 2.524

Forces on atoms 1 to 6 (eV/Å):
3.7 -0.3 0.5
-4.0 0.5 -0.9
-1.8 0.0 0.1
-1.2 -1.1 4.9
1.1 1.0 -3.8
-0.9 4.6 1.8

Properties
Energy in Ha: -2946.3355
HOMO (alpha / beta) in eV: -11.9 / -12.0
Gap between HOMO and LUMO (alpha / beta) in eV: 6.720 / 3.045
Max |F| in hartree/bohr: 0.09972
Total charge: +2
2S+1: 4

Atom charges from the Mulliken analysis, given in e for atoms 1 to 8: -0.275, 0.420, -0.063, 0.488, -0.269, 0.332, -0.243, -0.789